Entry 1:
This record from OMol25 describes a cluster of 10 separate species, C32H58N11O19S in total at a distorted geometry. The level of theory is the ωB97M-V functional and the def2-TZVPD basis.

- Orbital gap: 8.62 eV
- Molecular weight: 932.9 Da
- Net charge: +1
- 2S+1: 1
- LUMO level: -3.3 eV
- HOMO level: -11.8747 eV

Geometry (Å):
S (-4.30287, -5.09939, -0.37571)
O (-7.78100, 4.16206, 10.35511)
O (9.31421, 3.66146, 1.26879)
O (7.24890, 4.21194, 0.96947)
O (-4.21957, 2.40091, 6.85505)
O (7.44911, -5.60853, 0.58687)
O (-1.12160, -1.38542, 5.08749)
O (-0.38631, 3.04002, -7.32960)
O (4.72860, 5.03393, -2.37346)
O (1.31386, -1.45669, -5.39402)
O (5.31877, -5.33523, 0.35726)
O (3.27594, -2.30254, -5.70333)
O (5.03153, 0.08765, 1.86725)
O (-0.09001, 5.11587, -6.80685)
O (7.01594, -0.75453, 1.83170)
O (-5.70810, 3.63551, 10.64685)
O (-3.38098, 0.58364, 7.66902)
O (-3.18897, -0.83228, 4.79767)
O (5.54241, 3.23242, -1.50441)
O (-4.21814, 0.08473, -0.12844)
N (6.41840, -4.99007, 0.74674)
N (6.22671, 0.15291, 1.65736)
N (-4.00856, 0.75438, -3.83155)
N (2.34886, -1.59267, -6.02204)
N (4.71140, 4.11238, -1.58508)
N (-3.60669, -3.34635, -2.39082)
N (8.41354, 4.47013, 1.20989)
N (-2.02510, -0.57570, 5.04969)
N (-6.62934, 4.43259, 10.60826)
N (-4.23044, 1.45616, 7.61746)
N (-0.73100, 4.20420, -7.28500)
C (-3.33048, -4.48195, -3.29939)
C (-1.40932, -4.52871, 1.58746)
C (-4.27805, -2.35291, -0.29884)
C (-4.03818, -3.48308, -1.10965)
C (-3.76204, -1.80387, 2.18969)
C (3.08380, -1.51620, -2.10340)
C (-2.55669, 2.70994, -4.06711)
C (-1.75390, 2.28398, -2.97854)
C (-2.09788, 1.06832, -2.33484)
C (-3.54906, -0.95038, -2.16909)
C (1.16812, -3.23528, -2.38298)
C (8.75177, 5.89878, 1.45015)
C (-6.31813, 5.85890, 10.89557)
C (3.56711, 4.06258, -0.63489)
C (3.64902, -0.30980, -1.27794)
C (6.51386, -3.69918, 1.48225)
C (-2.06004, 4.53412, -7.86989)
C (1.69374, -1.98654, -1.61416)
C (-1.86520, -4.47171, -3.81164)
C (-4.03239, -1.04597, -0.83567)
C (-2.27576, -1.96665, 1.77465)
C (-0.23940, -3.67620, -1.92345)
C (6.77262, 1.43903, 1.14512)
C (-3.37848, -2.11758, -2.88767)
C (-1.69566, 0.84337, 5.33129)
C (-0.82380, -4.88711, -2.71881)
C (-1.92333, -3.43097, 1.61546)
C (-3.21050, 0.38071, -2.83667)
C (-5.37422, 1.36247, 8.56168)
C (2.49222, -0.82388, -7.28851)
C (-3.65147, 1.89894, -4.40974)
C (-4.78019, -2.42817, 1.14159)
H (8.48456, 6.45294, 0.55412)
H (-5.00240, -3.44805, 1.48889)
H (3.58750, 4.97853, -0.05032)
H (-2.23314, 5.59952, -7.75972)
H (-5.24808, 0.47528, 9.17324)
H (2.63056, -1.54186, -8.09257)
H (-2.03509, 4.25250, -8.91915)
H (-6.28307, 1.29758, 7.96864)
H (7.18458, -3.05325, 0.92504)
H (1.59243, -0.23750, -7.44339)
H (-0.75993, -5.38927, 1.48480)
H (1.19308, -2.99464, -3.47624)
H (7.23576, 1.23847, 0.18279)
H (2.65641, 3.99210, -1.22376)
H (-4.02190, -0.73023, 2.26589)
H (3.41066, 0.66510, -1.75783)
H (-1.66227, -1.53172, 2.58568)
H (-5.10947, 0.09566, 0.25961)
H (3.23473, -0.25459, -0.25214)
H (-1.79126, -5.21724, -4.62961)
H (-3.94856, -2.29337, 3.15583)
H (-2.80807, 3.96187, -7.32702)
H (-5.41287, -5.64120, -0.95459)
H (1.90659, -4.04445, -2.19325)
H (-1.96279, 1.42325, 4.45046)
H (5.52403, -3.26085, 1.54855)
H (-5.74057, -1.86900, 1.20156)
H (-6.90813, 6.15449, 11.75900)
H (-3.60957, -5.46454, -2.89672)
H (1.76994, -2.17086, -0.52311)
H (-0.88234, 2.86436, -2.65063)
H (-0.63226, 0.91989, 5.53570)
H (3.68282, 3.19262, 0.00421)
H (5.96072, 2.14567, 1.03969)
H (-3.00029, -2.02899, -3.91465)
H (7.50198, 1.79436, 1.86576)
H (-5.25708, 5.94815, 11.10305)
H (0.02479, -5.39884, -3.21477)
H (-2.27225, 3.63867, -4.57384)
H (-2.28575, 1.14672, 6.20189)
H (-6.59138, 6.43622, 10.01634)
H (4.75526, -0.35136, -1.22401)
H (3.36108, -0.17962, -7.18318)
H (9.81535, 5.97483, 1.64957)
H (6.90813, -3.91439, 2.47159)
H (3.84817, -2.31725, -2.03922)
H (3.03868, -1.17316, -3.15821)
H (-0.15082, -4.00446, -0.86454)
H (-5.36931, 2.26134, 9.17719)
H (-0.90743, -2.78630, -1.91388)
H (8.17190, 6.23255, 2.30665)
H (-1.34517, -5.58362, -2.02780)
H (-3.97135, -4.32645, -4.19535)
H (-2.02098, -1.46663, 0.82329)
H (-1.56251, -3.50104, -4.24958)
H (-4.28130, 2.24336, -5.24796)
H (-1.48938, 0.69912, -1.50273)
H (0.98414, -1.14890, -1.80978)

=====

Entry 2:
This record from OMol25 describes the molecule C2H5NO2S2 at a distorted geometry. The level of theory is the ωB97M-V functional and the def2-TZVPD basis.

- Structure (SMILES): O=S1(=O)CCNS1
- Orbital gap (spin up / spin down): 7.34 / 7.34 eV
- Molecular weight: 139.2 Da
- 2S+1: 1
- Energy relative to the best compared isomer or geometry (same formula, charge and spin): 2.540 eV
- LUMO level (spin up / spin down): -1.6 / -1.6 eV
- HOMO level (spin up / spin down): -8.8968 / -8.9002 eV

Geometry (Å):
S (1.25740, 1.54091, 1.20774)
S (-0.53320, -0.35563, 1.37726)
O (-0.05691, -1.59417, 1.92687)
O (-1.86386, 0.12025, 1.67315)
N (0.89374, 1.36864, -0.43877)
C (-0.61818, -0.55312, -0.40961)
C (0.61831, -0.04549, -0.86380)
H (-1.44883, -0.07433, -0.77871)
H (-0.65419, -1.63770, -0.60046)
H (0.21996, 2.02558, -0.79395)
H (1.40968, -0.58724, -0.41531)
H (0.77607, -0.20770, -1.88443)

=====

Entry 3:
This record from OMol25 describes the molecule CH3NOS2 at a distorted geometry. The level of theory is the ωB97M-V functional and the def2-TZVPD basis.

- Structure (SMILES): C=N[S@@H](=O)=S
- Orbital gap: 8.32 eV
- Molecular weight: 109.2 Da
- 2S+1: 1
- Energy relative to the best compared isomer or geometry (same formula, charge and spin): 2.618 eV
- LUMO level: -1.2 eV
- HOMO level: -9.4879 eV

Geometry (Å):
S (2.13833, 0.33219, -0.41186)
S (0.78137, -0.64415, 0.51830)
O (0.55315, -1.98129, 0.07311)
N (-0.64500, 0.18833, 0.58855)
C (-1.24075, 0.65392, -0.58959)
H (-0.63307, 0.65261, -1.49285)
H (1.10484, -0.57518, 1.97158)
H (-2.05888, 1.37356, -0.65725)

=====

Entry 4:
This record from OMol25 describes a structure of composition C19H18FeNaO2 at a distorted geometry. The level of theory is the ωB97M-V functional and the def2-TZVPD basis.

- Orbital gap: 7.55 eV
- Molecular weight: 357.2 Da
- Net charge: +1
- 2S+1: 1
- Energy relative to the best compared isomer or geometry (same formula, charge and spin): 0.000 eV
- LUMO level: -3.7 eV
- HOMO level: -11.2760 eV

Geometry (Å):
Fe (0.90410, 0.17268, 1.04401)
Na (-0.48675, -0.16111, 4.72480)
O (1.47640, 3.11599, 1.24871)
O (-0.75332, 0.79742, -1.36534)
C (-3.38423, 0.42296, 4.75316)
C (-4.75602, 0.15582, 4.71251)
C (1.98869, -1.18932, 0.10632)
C (-4.62870, -0.79804, 6.90163)
C (-3.30744, -0.33730, 7.01135)
C (-2.68161, 0.34568, 5.95251)
C (-0.78114, 0.80178, 2.09232)
C (-2.92774, 0.99729, 3.39459)
C (-5.27934, 0.69904, 3.47795)
C (-4.27775, 1.23666, 2.73384)
C (1.27441, -1.40915, 2.31047)
C (2.79544, -0.32322, 0.92200)
C (-2.07943, 0.04089, 2.60760)
C (-2.78460, -0.74281, 1.50663)
C (-0.04072, 0.39965, -0.53957)
C (1.04929, -1.85631, 0.96603)
C (-5.39262, -0.49600, 5.77196)
C (2.34803, -0.45787, 2.28901)
C (1.42538, 1.96012, 1.10953)
H (-1.13303, 1.69916, 1.55837)
H (-1.73359, 0.90270, 6.10502)
H (-2.37873, 1.93130, 3.61301)
H (-6.43084, -0.79836, 5.66078)
H (-0.23695, 1.21264, 2.98161)
H (-1.71422, -0.79076, 3.26649)
H (-5.07055, -1.37593, 7.71398)
H (0.82252, -1.85275, 3.19845)
H (-4.36669, 1.71245, 1.75974)
H (-2.75265, -0.49155, 7.93886)
H (0.34943, -2.63380, 0.66770)
H (2.12019, -1.36904, -0.95796)
H (2.79523, 0.01174, 3.15993)
H (-3.69270, -1.20557, 1.90674)
H (-2.14984, -1.55708, 1.13486)
H (3.64532, 0.25655, 0.57796)
H (-3.05890, -0.12811, 0.64541)
H (-6.34871, 0.69037, 3.27582)

=====

Question: The highest molecular weight belongs to which entry?
Answer: C32H58N11O19S